# C4H9F2O6P2

A structure of composition C4H9F2O6P2 (ωB97M-V with the def2-TZVPD basis set, the OMol25 dataset).

HOMO level in eV: -4.0
Calculated total energy in hartree: -1491.8258
Energy above the lowest of the compared OMol25 structures with the same formula, charge and spin in kcal per mole: 6.3
LUMO energy in eV: 3.439
Charge: -1
Kohn-Sham gap in eV: 7.5

The geometry in XYZ format:
```
23
C4H9F2O6P2 ωB97M-V with the def2-TZVPD basis set
C 1.82791 -1.41650 -2.04367
C -1.89508 -1.70493 1.67411
C -2.07353 2.23670 0.37003
C 1.57386 1.39290 -0.62655
O 3.03659 -0.24687 1.39909
O 0.61028 -0.58819 0.76929
O -1.13388 -0.23821 -1.15542
O 2.45447 -1.38666 -0.74976
O -1.77634 -0.28129 1.35794
O -0.76329 1.74614 0.57900
F 2.05158 2.28002 0.38576
F 2.57444 1.72855 -1.61486
P 2.16698 -0.13628 0.25934
P -0.65692 0.17319 0.16484
H 0.79917 -1.34416 -1.96256
H 1.88487 -2.41221 -2.62005
H 2.33066 -0.69597 -2.71625
H -1.32890 -1.97151 2.52365
H -1.67313 -2.33966 0.89670
H -2.91569 -1.66938 1.91800
H -2.69797 1.40367 0.05072
H -2.00574 3.11678 -0.30216
H -2.39033 2.35389 1.44280
```

# C4H9F6NO3PSi

A cluster of 2 separate species, C4H9F6NO3PSi in total (ωB97M-V with the def2-TZVPD basis set, the OMol25 dataset).

HOMO level in eV: -7.9
Calculated total energy in hartree: -1668.6450
Energy above the lowest of the compared OMol25 structures with the same formula, charge and spin in kcal per mole: 0.0
LUMO energy in eV: 1.996
Charge: -1
Kohn-Sham gap in eV: 9.9

The geometry in XYZ format:
```
25
C4H9F6NO3PSi ωB97M-V with the def2-TZVPD basis set
C -1.10942 0.30344 -0.87968
C -0.76595 -0.72010 0.20130
O -0.06267 -0.15191 1.31648
C -0.90436 0.56303 2.19699
Si 0.08626 0.85467 3.74047
O -0.45510 2.22936 4.45755
O 1.75680 0.97898 3.42174
C 2.22178 2.09361 2.95537
N 2.64176 3.05498 2.50547
H -1.18460 1.31303 -0.45600
H -0.33066 0.33054 -1.64336
H -2.07599 0.08347 -1.33851
H -0.08812 -1.46488 -0.22024
H -1.67430 -1.21639 0.57181
H -1.80310 -0.02476 2.45102
H -1.21693 1.53276 1.77950
H 0.00211 -0.25428 4.70375
H 0.11381 2.60214 5.13722
F 0.25862 -0.14234 -4.28981
P 0.69197 -1.73031 -4.42219
F 0.32626 -1.69227 -2.80154
F 1.56944 -3.07296 -4.05925
F -0.59051 -2.76089 -4.54139
F 2.19652 -1.15057 -4.75862
F 0.39637 -1.55836 -6.02809
```

# C4H9FN

A cluster of 2 separate species, C4H9FN in total (ωB97M-V with the def2-TZVPD basis set, the OMol25 dataset).

2S+1: 3
HOMO level (spin up / spin down) in eV: -11.6 / -16.1
Calculated total energy in hartree: -311.9534
Energy above the lowest of the compared OMol25 structures with the same formula, charge and spin in kcal per mole: 27.0
LUMO energy (spin up / spin down) in eV: -3.197 / -5.044
Charge: +1
Kohn-Sham gap (spin up / spin down) in eV: 8.4 / 11.0

The geometry in XYZ format:
```
15
C4H9FN ωB97M-V with the def2-TZVPD basis set
C 0.94145 1.13204 0.16948
C 2.08168 0.27980 -0.30982
C 0.29185 -1.34204 0.00293
C -3.20492 -0.07105 0.35352
N 0.66846 -0.16112 -0.62008
F -2.16906 0.37467 -0.29528
H 0.79313 1.08904 1.27614
H 0.67140 2.16220 -0.28350
H 2.50562 0.73173 -1.22297
H 2.47635 -0.42655 0.43965
H -0.46991 -2.07550 -0.28352
H 0.96322 -1.58715 0.78332
H -3.04364 -1.06592 0.91057
H -4.18455 0.41041 0.34213
H 0.28768 0.04306 -1.55768
```

# C4H9FN2O

A cluster of 2 separate species, C4H9FN2O in total (ωB97M-V with the def2-TZVPD basis set, the OMol25 dataset).

SMILES string: C/C(O)=N\F.C=NC
HOMO level in eV: -9.6
Calculated total energy in hartree: -442.2984
Energy above the lowest of the compared OMol25 structures with the same formula, charge and spin in kcal per mole: 65.2
LUMO energy in eV: 0.964
Kohn-Sham gap in eV: 10.6

The geometry in XYZ format:
```
17
C4H9FN2O ωB97M-V with the def2-TZVPD basis set
C 3.02080 0.91968 0.01270
C 1.61633 0.39813 -0.01573
O 0.57006 1.23612 0.24180
N 1.23272 -0.77385 -0.26108
F 2.31265 -1.76732 -0.47671
H 3.36273 1.13500 -0.98171
H 2.80859 1.90042 0.57216
H 3.61787 0.12159 0.50546
H -0.24581 0.80631 0.04037
C -1.68848 -1.72767 -0.20505
N -1.57745 -0.56790 0.17939
C -2.66583 0.45974 0.20020
H -2.62433 -2.12362 -0.43502
H -0.82073 -2.28883 -0.23417
H -2.28240 1.51270 0.02304
H -3.53153 0.25236 -0.40134
H -3.10519 0.50714 1.23566
```

# C4H9FN3

A cluster of 2 separate species, C4H9FN3 in total (ωB97M-V with the def2-TZVPD basis set, the OMol25 dataset).

HOMO level in eV: -13.5
Calculated total energy in hartree: -421.6149
Energy above the lowest of the compared OMol25 structures with the same formula, charge and spin in kcal per mole: 50.3
LUMO energy in eV: -3.649
Charge: +1
Kohn-Sham gap in eV: 9.9

The geometry in XYZ format:
```
17
C4H9FN3 ωB97M-V with the def2-TZVPD basis set
C 0.10151 1.38169 0.82090
C -0.26055 -0.58464 -0.17962
C -1.13517 -0.31377 2.16228
C 0.48043 0.12970 -2.44696
N -0.40470 0.17241 1.02365
N 0.54265 0.22613 -1.00876
N 0.61313 1.46842 -0.38257
F -1.46625 -0.92874 -0.70216
H 0.09646 2.17056 1.55163
H 0.39531 -1.96174 0.04235
H -0.59218 -1.14597 2.61605
H -1.25247 0.48688 2.88970
H -2.11986 -0.66939 1.84715
H 1.17091 0.85122 -2.88092
H 0.80662 -0.87402 -2.72152
H -0.52963 0.29505 -2.83708
H 1.11634 2.23236 -0.81628
```

# C4H9FN3

The ion C4H9FN3 with charge +1 (ωB97M-V with the def2-TZVPD basis set, the OMol25 dataset).

SMILES string: CC1=[NH+][C@@H](F)N(C)N1
HOMO level in eV: -13.8
Calculated total energy in hartree: -421.6294
Energy above the lowest of the compared OMol25 structures with the same formula, charge and spin in kcal per mole: 41.2
LUMO energy in eV: -3.928
Charge: +1
Kohn-Sham gap in eV: 9.8

The geometry in XYZ format:
```
17
C4H9FN3 ωB97M-V with the def2-TZVPD basis set
C 2.36285 -0.61226 0.34062
C 0.89426 -0.63629 0.18859
N 0.14597 -1.25673 -0.63973
C -1.28479 -0.94031 -0.37885
F -1.87478 -2.09413 0.08860
N -1.27301 0.06065 0.59191
C -2.05363 1.29386 0.19586
N 0.08892 0.38190 0.90840
H 2.85535 -0.06236 -0.33603
H 2.70280 -1.57807 0.20809
H 2.65592 -0.19866 1.31651
H 0.36523 -2.03322 -1.21129
H -1.93495 -0.48674 -1.18539
H -3.06094 1.19696 0.49779
H -1.79203 2.23739 0.83589
H -1.84214 1.45448 -0.81359
H 0.51546 0.91518 1.66589
```

In order of appearance, strongest force on any atom = 0.066; 0.034; 0.084; 0.089; 0.102; 0.134 hartree/bohr.